[1]
Density functional theory data (ωB97M-V/def2-TZVPD) for a molecular structure, C10H9IrN2O5 in a non-equilibrium geometry.

The geometry in XYZ format:
```
27
Properties=species:S:1:pos:R:3:forces:R:3:lowdin_charge:R:1
Ir 0.039 -0.227 -2.164 -0.2022 -0.7144 1.1566 1.181
O -0.226 -1.372 -5.049 0.1757 1.4779 3.3965 0.269
O 3.106 0.112 -1.631 -3.5754 -0.1510 -0.8227 0.232
O -3.072 -0.162 -1.660 4.1420 0.1136 -0.5360 0.254
O -0.934 2.415 -1.161 -1.8154 0.6679 2.0797 0.058
O 0.443 -3.297 -1.878 -0.6884 3.7732 -0.1288 0.251
N 0.537 1.059 0.806 -0.7231 -0.6650 0.3166 0.210
N 0.097 -0.047 0.182 0.7250 1.5415 0.5176 0.084
C 1.983 0.041 -1.881 4.2592 0.2256 0.2183 -0.190
C 0.240 -2.161 -1.920 0.9243 -4.7852 0.1579 -0.223
C -1.932 -0.156 -1.833 -4.8540 -0.3188 -0.0015 -0.148
C -0.157 -0.874 -4.017 -0.1718 -1.0278 -5.8372 -0.160
C -0.204 -0.244 2.384 -0.7466 -1.2025 2.0037 0.257
C 0.624 2.126 3.059 -0.4466 -0.1648 -1.1793 0.108
C -0.344 -0.883 1.141 -0.7145 -2.4835 -0.3198 -0.127
C -0.059 1.901 -1.807 2.9172 0.9324 -3.0368 -0.408
C 0.333 1.009 2.139 1.3116 2.9460 1.2666 -0.092
C -0.854 -2.254 0.951 -0.5663 1.2682 -0.3092 0.081
H -0.254 2.293 3.697 0.0098 -0.0972 0.2980 0.156
H -1.647 -2.436 1.679 0.0042 -0.1299 0.3487 0.149
H 0.914 2.451 -2.048 -0.8031 -0.4461 0.1465 0.137
H 0.860 1.896 0.312 0.1014 -0.0848 -0.7271 0.180
H 0.857 3.053 2.524 0.0802 -0.1702 0.0824 0.132
H 1.462 1.861 3.715 0.1240 -0.1430 0.3089 0.164
H -0.073 -2.989 1.167 0.4046 -0.3303 0.1844 0.169
H -1.261 -2.449 -0.038 0.1765 0.0180 -0.0069 0.086
H -0.478 -0.667 3.333 -0.0483 -0.0499 0.4228 0.191
```
Forces are in eV/Å.

Calculated values
- Kohn-Sham gap (alpha / beta) (Eh) = 0.14812 / 0.17555
- HOMO energy (alpha / beta) (eV) = -16.76 / -22.30
- energy above the lowest of the compared OMol25 structures with the same formula, charge and spin (kJ/mol) = 18.0
- molar mass (g mol⁻¹) = 429.41
- ⟨S²⟩ = 8.772
- strongest force on any atom (Eh/bohr) = 0.115
- spin multiplicity = 6
- total charge = +3

[2]
Density functional theory data (ωB97M-V/def2-TZVPD) for a single C10H9N molecule in a non-equilibrium geometry.

The geometry in XYZ format:
```
20
Properties=species:S:1:pos:R:3:forces:R:3:lowdin_charge:R:1
N -0.848 -1.568 1.170 6.7898 -0.2112 2.8614 0.034
C 2.723 0.469 -0.505 1.6384 -1.4313 2.9822 -0.070
C -2.939 -1.529 0.601 -0.6164 2.5926 -1.7747 -0.059
C 1.270 2.266 -1.110 -6.0138 0.3913 0.8167 -0.102
C 0.149 1.559 -0.662 7.6028 -5.1932 0.4972 0.015
C -0.847 -0.538 0.243 -3.1426 -1.1394 0.2644 -0.205
C 0.315 0.199 -0.251 -0.2982 1.6828 1.1635 -0.147
C 2.466 1.754 -0.972 6.1550 0.1466 -0.4530 -0.166
C -2.221 -0.476 -0.090 2.2587 -2.5956 2.2035 -0.022
C -2.033 -2.141 1.389 1.9768 9.4704 -10.1299 -0.140
C 1.598 -0.285 -0.060 1.1926 2.1053 -1.9841 -0.062
H -4.033 -1.601 0.483 0.8625 -0.4963 0.3928 0.106
H 0.118 -1.753 1.863 -4.0683 0.5877 -2.8668 0.260
H 3.920 0.088 -0.078 -3.9450 1.2643 -1.9294 0.188
H -0.738 1.815 -0.823 -7.2773 2.8614 -1.0055 0.031
H -2.583 0.096 -0.825 -1.4706 2.1821 -2.5973 0.052
H -2.225 -2.706 2.008 -2.6263 -10.3692 11.1083 -0.010
H 3.352 2.406 -1.226 -0.9242 -0.8524 0.2118 0.123
H 1.705 -1.254 0.257 0.4980 -2.1965 0.9221 0.066
H 0.850 3.198 -1.413 1.4080 1.2007 -0.6832 0.109
```
Forces are in eV/Å.

Calculated values
- Kohn-Sham gap (Eh) = 0.31501
- HOMO energy (eV) = -7.81
- energy above the lowest of the compared OMol25 structures with the same formula, charge and spin (kJ/mol) = 440.6
- molar mass (g mol⁻¹) = 143.19
- strongest force on any atom (Eh/bohr) = 0.300
- spin multiplicity = 1
- total charge = 0
- SMILES string = c1ccc(-c2ccc[nH]2)cc1

[3]
Density functional theory data (ωB97M-V/def2-TZVPD) for a single C10H9N molecule in a non-equilibrium geometry.

The geometry in XYZ format:
```
20
Properties=species:S:1:pos:R:3:forces:R:3:lowdin_charge:R:1
N 0.913 1.912 0.098 -6.4601 4.1874 -2.9934 0.106
C -0.027 -0.365 0.033 1.5972 0.3173 5.0194 -0.190
C 0.419 -0.922 1.308 -1.5222 -5.5025 -7.1233 0.051
C -0.250 -2.688 -0.759 0.4885 3.1773 3.3473 -0.086
C 0.151 -3.179 0.483 0.2454 -3.6345 -2.7112 -0.085
C -0.118 1.088 -0.110 -1.6740 -0.8259 -1.1090 -0.253
C -0.350 -1.265 -0.862 -0.8341 -1.6393 -8.0444 -0.070
C -1.225 1.781 -0.590 11.2564 5.0212 3.1032 0.029
C 0.567 -2.313 1.490 -3.7893 5.5307 -10.7292 -0.043
C -0.766 3.170 -0.636 -0.1188 -2.2323 0.2760 -0.076
C 0.515 3.273 -0.229 1.1260 -3.6819 1.1093 -0.055
H 0.223 -4.433 0.381 0.0183 3.6339 1.3627 0.167
H 1.309 3.934 0.027 -0.2498 1.1460 -0.3448 0.097
H -2.033 1.435 -0.821 -8.9995 -3.7780 -2.5783 0.006
H -0.508 -0.812 -2.091 0.0503 -1.3980 3.8673 0.196
H 1.719 1.746 0.456 6.2530 -1.7992 2.7331 0.066
H 0.761 -2.643 2.290 3.1288 -4.4373 11.2248 -0.011
H -1.379 3.921 -0.945 -1.4093 2.1785 -0.7526 0.060
H -0.475 -3.317 -1.536 -0.5484 -1.2232 -1.7986 0.062
H 0.555 -0.322 2.014 1.4419 4.9598 6.1414 0.030
```
Forces are in eV/Å.

Calculated values
- Kohn-Sham gap (Eh) = 0.33459
- HOMO energy (eV) = -8.14
- energy above the lowest of the compared OMol25 structures with the same formula, charge and spin (kJ/mol) = 465.0
- molar mass (g mol⁻¹) = 143.19
- strongest force on any atom (Eh/bohr) = 0.247
- spin multiplicity = 1
- total charge = 0
- SMILES string = c1ccc(-c2ccc[nH]2)cc1

[4]
Density functional theory data (ωB97M-V/def2-TZVPD) for 2 unconnected molecules or ions with the total composition C10H9N2O4.

The geometry in XYZ format:
```
25
Properties=species:S:1:pos:R:3:forces:R:3:lowdin_charge:R:1
O 0.540 2.923 0.391 0.0429 0.0380 0.0020 0.107
O 1.016 -1.483 2.123 -0.0473 0.0404 0.0285 0.123
O -1.327 -2.476 -2.444 0.5968 0.1111 0.2203 -0.054
O -3.348 -2.625 -1.538 0.1332 -0.0375 0.3031 0.141
N -2.504 -3.283 -1.935 -0.5397 -0.1345 -0.3604 0.081
N 2.810 0.603 -0.069 0.0587 0.0684 0.0702 0.352
C -0.835 0.999 -1.430 0.2159 -0.0774 0.0728 0.025
C 0.241 -0.607 1.802 -0.0079 -0.0282 0.0285 -0.353
C -0.345 1.703 2.228 -0.1482 -0.1143 0.1456 0.048
C -0.044 1.934 0.786 -0.0481 -0.0760 -0.0257 -0.353
C -0.400 0.810 -0.123 -0.0686 -0.0783 0.0510 -0.135
C -0.200 0.474 2.728 -0.1901 0.1406 -0.1723 0.049
C -0.539 -1.595 -0.374 0.1279 0.2493 -0.0771 0.078
C -1.160 -0.111 -2.199 0.0346 0.0015 0.0960 0.040
C -0.252 -0.478 0.397 -0.2236 -0.0970 -0.0621 -0.127
C -1.014 -1.394 -1.671 -0.1935 0.0392 -0.1817 -0.296
H -0.398 -2.593 0.020 -0.0139 -0.0059 -0.0102 0.144
H 3.788 0.596 0.226 -0.0002 0.0181 -0.0095 0.166
H 2.741 0.309 -1.045 -0.0377 -0.0044 0.0018 0.167
H 2.271 -0.048 0.516 0.0485 -0.0605 -0.0342 0.122
H -0.929 2.005 -1.818 -0.0339 -0.0193 -0.0533 0.133
H -1.526 -0.002 -3.211 -0.0285 -0.0178 0.0174 0.134
H -0.369 0.242 3.772 0.2073 -0.0395 0.0126 0.135
H 2.419 1.551 0.027 -0.0747 -0.0005 -0.0254 0.136
H -0.638 2.547 2.840 0.1902 0.0847 -0.0378 0.135
```
Forces are in eV/Å.

Calculated values
- Kohn-Sham gap (Eh) = 0.30923
- HOMO energy (eV) = -12.99
- molar mass (g mol⁻¹) = 221.19
- strongest force on any atom (Eh/bohr) = 0.013
- spin multiplicity = 1
- total charge = +1

[5]
Density functional theory data (ωB97M-V/def2-TZVPD) for a molecular structure, C10H9N2O5Pb in a non-equilibrium geometry.

The geometry in XYZ format:
```
27
Properties=species:S:1:pos:R:3:forces:R:3:lowdin_charge:R:1
Pb -0.037 -2.434 1.986 0.2841 1.9083 -0.5515 1.127
O 1.949 -4.394 -0.514 -2.3153 1.5597 2.3474 0.135
O -2.545 -5.052 2.519 1.8702 1.8986 -0.8292 0.132
O 2.241 -0.511 0.993 -1.5579 0.5891 -0.8173 0.027
O -0.452 -2.099 -1.490 -1.0476 -0.4842 0.4199 -0.052
O -2.707 -0.294 0.589 1.9882 -2.0758 0.1122 0.096
N -0.135 1.579 0.803 -0.8187 -0.1669 0.6065 0.119
N 0.316 0.507 0.088 1.8796 1.9199 -1.5041 -0.022
C -0.483 4.000 0.704 -0.2487 0.5805 0.1625 0.012
C 0.598 2.400 -1.082 0.2221 0.0982 -0.0606 0.074
C 1.533 0.186 -2.041 0.9925 -0.3363 -1.2353 -0.007
C -1.810 -4.265 2.137 -3.2898 -3.1141 0.7019 -0.123
C -1.182 -2.455 -0.596 0.8533 -0.3440 0.5492 -0.315
C 1.263 -3.907 0.269 3.2144 -2.2070 -2.9154 -0.061
C -1.883 -1.016 0.977 -2.4282 2.4344 1.0038 -0.262
C -0.059 2.717 0.119 0.7359 -0.8109 -0.2123 -0.227
C 0.907 1.055 -1.060 -1.8317 -0.0931 1.3712 -0.207
C 1.029 -0.502 0.922 1.0683 -1.7893 1.4346 -0.460
H 1.697 -0.838 -1.696 -0.1410 0.3551 0.0014 0.076
H -1.048 3.848 1.631 0.1476 0.0719 -0.2009 0.095
H -1.101 4.583 0.013 0.1155 -0.2007 0.0831 0.104
H 2.503 0.611 -2.352 -0.3099 -0.1484 0.1587 0.114
H -2.199 -2.977 -0.726 0.6238 0.4114 -0.5491 0.080
H 0.869 3.086 -1.866 -0.0837 0.0673 0.0126 0.135
H -0.587 1.424 1.705 0.1867 0.0775 -0.4337 0.184
H 0.915 0.147 -2.954 0.1157 -0.0527 0.3509 0.115
H 0.409 4.602 0.925 -0.2256 -0.1484 -0.0064 0.110
```
Forces are in eV/Å.

Calculated values
- Kohn-Sham gap (Eh) = 0.24641
- HOMO energy (eV) = -10.54
- energy above the lowest of the compared OMol25 structures with the same formula, charge and spin (kJ/mol) = 100.2
- molar mass (g mol⁻¹) = 444.39
- strongest force on any atom (Eh/bohr) = 0.095
- spin multiplicity = 1
- total charge = +1

[6]
Density functional theory data (ωB97M-V/def2-TZVPD) for a molecular structure, C10H9N2O5SeTi in a non-equilibrium geometry.

The geometry in XYZ format:
```
28
Properties=species:S:1:pos:R:3:forces:R:3:lowdin_charge:R:1
Se -0.862 0.022 1.722 0.6721 -0.3883 -0.7283 0.874
Ti -1.353 1.517 -0.257 3.0231 -3.1117 0.6553 0.130
O 0.866 0.314 -2.426 -3.5524 1.9892 3.2736 0.184
O -1.539 3.564 -3.733 1.1068 -2.5869 2.7063 0.166
O -3.178 2.990 2.114 4.7718 -5.0968 -5.7274 0.157
O -3.904 -0.312 -1.537 5.0051 3.1332 1.5540 0.193
O 0.806 3.974 0.654 -2.5479 -3.8228 -2.5929 0.201
N 0.398 -2.243 0.242 -0.2175 0.3384 0.1855 -0.114
N 1.859 -0.854 0.978 -0.2522 0.1078 0.0691 -0.114
C -1.231 2.813 -2.922 -1.2807 2.6349 -2.5016 0.071
C 2.571 -1.921 0.428 -2.2031 0.3484 0.0823 0.045
C 1.640 -2.803 -0.040 -0.3878 2.2271 1.0867 0.040
C 2.415 0.347 1.578 0.7174 0.8458 0.6363 -0.011
C -0.883 -2.824 -0.113 -1.3194 -0.7030 -0.3146 -0.012
C -2.535 2.327 1.328 -5.0738 5.4397 5.6881 -0.106
C 0.530 -1.056 0.882 0.5734 -0.7632 -0.3763 -0.566
C -2.964 0.301 -1.210 -5.4309 -3.0953 -1.4898 0.041
C 0.074 0.748 -1.692 4.4722 -2.9045 -3.6760 -0.076
C 0.195 3.135 0.135 2.3978 4.2228 2.9022 0.037
H 3.617 -1.940 0.429 1.1955 -0.0452 -0.0126 0.131
H -2.257 2.566 -0.645 -2.9576 3.1876 -0.5758 -0.028
H -1.712 -2.244 0.370 0.8843 -0.6070 -0.3527 0.067
H 1.928 0.568 2.555 0.3977 -0.3397 -0.7027 0.102
H 3.498 0.186 1.739 -0.6301 0.1662 -0.0557 0.120
H -1.045 -2.809 -1.219 0.2856 0.0048 0.8271 0.118
H 1.725 -3.724 -0.520 0.1643 -1.2208 -0.6302 0.132
H -0.938 -3.882 0.232 0.0611 0.8280 -0.2191 0.126
H 2.282 1.243 0.928 0.1252 -0.7889 0.2894 0.091
```
Forces are in eV/Å.

Calculated values
- Kohn-Sham gap (alpha / beta) (Eh) = 0.27527 / 0.25284
- HOMO energy (alpha / beta) (eV) = -16.33 / -16.32
- energy above the lowest of the compared OMol25 structures with the same formula, charge and spin (kJ/mol) = 0.0
- molar mass (g mol⁻¹) = 364.02
- ⟨S²⟩ = 0.756
- strongest force on any atom (Eh/bohr) = 0.182
- spin multiplicity = 2
- total charge = +2

[7]
Density functional theory data (ωB97M-V/def2-TZVPD) for a molecular structure, C10H9N2O5SeTl in a non-equilibrium geometry.

The geometry in XYZ format:
```
28
Properties=species:S:1:pos:R:3:forces:R:3:lowdin_charge:R:1
Tl -0.729 1.099 -2.282 1.1511 2.6823 -4.9970 0.637
Se 1.168 -0.540 -0.368 0.6558 -0.0452 -0.6556 1.052
O -0.666 -2.247 -2.079 -0.7263 7.2062 -0.8692 0.131
O -0.701 3.161 -7.491 -0.0100 0.0222 0.7244 0.052
O -3.841 0.777 -2.715 9.9246 1.0550 1.3813 0.229
O -0.791 1.524 0.912 -0.8857 -0.3307 -7.3406 0.155
O 2.458 0.865 -2.588 -8.1710 1.0492 -0.2449 0.169
N 1.526 -0.313 2.353 -0.9147 -0.2445 0.1061 -0.077
N -0.478 -1.081 1.951 -0.2133 -0.1327 0.2877 -0.071
C -0.303 -1.039 3.365 -0.5170 -0.0489 -2.9876 0.026
C 0.653 -0.642 1.344 0.1193 -0.3789 3.8651 -0.643
C 0.905 -0.572 3.603 1.6170 0.6412 -2.5635 0.032
C 2.897 0.222 2.134 -0.3969 -0.1460 0.7282 0.002
C -1.747 -1.540 1.295 0.8552 -0.1780 0.7527 0.043
C -0.715 3.139 -6.365 0.0102 -0.0420 -0.6778 -0.017
C -0.709 -1.048 -2.107 0.1177 -11.4372 0.7663 -0.200
C -0.788 1.372 -0.280 1.4071 1.7718 12.4081 -0.113
C 1.270 1.004 -2.469 15.4688 -0.2840 -0.0392 -0.214
C -2.649 0.905 -2.472 -18.7569 -1.5722 -1.7002 -0.085
H 1.415 -0.386 4.485 0.7661 0.2627 1.4690 0.127
H 3.495 -0.489 1.580 0.0415 -0.1777 -0.0982 0.091
H -1.937 -2.577 1.598 0.0530 0.2624 -0.1384 0.122
H -0.655 0.606 -3.957 -0.1707 0.4253 -1.2235 0.061
H 3.361 0.388 3.111 -0.1822 -0.0818 -0.1717 0.112
H 2.856 1.166 1.605 -0.1157 0.0809 -0.0731 0.093
H -1.665 -1.503 0.212 0.2147 0.0233 0.1292 0.053
H -2.567 -0.915 1.630 -0.0629 0.1238 0.0657 0.107
H -1.065 -1.336 3.997 -1.2787 -0.5064 1.0968 0.126
```
Forces are in eV/Å.

Calculated values
- Kohn-Sham gap (Eh) = 0.23114
- HOMO energy (eV) = -15.70
- energy above the lowest of the compared OMol25 structures with the same formula, charge and spin (kJ/mol) = 843.3
- molar mass (g mol⁻¹) = 520.53
- strongest force on any atom (Eh/bohr) = 0.368
- spin multiplicity = 1
- total charge = +2

[8]
Density functional theory data (ωB97M-V/def2-TZVPD) for a molecular structure, C10H9N3O6Re.

The geometry in XYZ format:
```
29
Properties=species:S:1:pos:R:3:forces:R:3:lowdin_charge:R:1
Re 0.988 0.979 -0.841 0.2783 -0.4546 0.1970 1.625
O -6.109 -2.660 -0.462 0.0381 -0.0110 0.0229 0.459
O -2.875 2.151 -0.218 -0.0090 -0.0522 0.0112 0.177
O 1.325 0.725 -3.721 0.0037 -0.0710 0.0265 0.117
O 1.029 1.063 1.258 0.1585 0.0013 0.0150 -0.136
O -0.646 2.125 -0.595 -0.1226 0.1392 -0.1616 -0.147
O -3.804 -3.002 -0.321 0.0518 -0.1954 0.0398 0.283
N 1.163 0.823 -2.590 -0.1179 0.1907 0.0337 -0.295
N -0.546 -0.451 -0.664 -0.2858 -0.1390 -0.0834 -0.022
N 2.192 1.452 3.126 0.0625 -0.0061 0.0048 0.252
C -1.832 1.604 -0.409 0.2352 -0.1336 -0.0047 -0.533
C -4.995 -2.788 -0.397 -0.0552 0.1251 -0.0541 -0.103
C 3.376 1.389 0.969 -0.0739 -0.1257 0.0191 -0.155
C -2.674 -2.044 -0.439 -0.0925 0.0063 -0.0027 -0.079
C -1.762 0.077 -0.461 -0.0053 0.1093 -0.0249 -0.105
C -1.458 -2.649 -0.640 -0.0242 0.0470 0.0102 0.084
C 3.061 0.881 -0.449 0.0714 0.5200 0.0863 -0.270
C 2.148 1.289 1.826 -0.0801 0.0281 -0.1250 -0.454
C -0.386 -1.781 -0.752 -0.0031 0.0613 0.0537 -0.015
C -2.901 -0.703 -0.333 0.0301 0.0405 -0.0079 0.125
H 3.061 1.646 3.598 0.0000 -0.0077 0.0054 0.150
H 3.668 1.397 -1.194 0.0587 -0.0516 0.0201 0.071
H 0.616 -2.155 -0.918 0.0050 0.0213 -0.0202 0.146
H 3.327 -0.180 -0.543 -0.0989 -0.0740 -0.0686 0.077
H 3.671 2.442 0.947 -0.0240 0.0171 0.0069 0.141
H -3.851 -0.205 -0.170 -0.0033 -0.0038 0.0012 0.165
H -1.331 -3.720 -0.714 -0.0121 0.0020 0.0004 0.157
H 1.341 1.441 3.670 -0.0028 -0.0010 -0.0082 0.150
H 4.202 0.852 1.439 0.0173 0.0173 0.0072 0.135
```
Forces are in eV/Å.

Calculated values
- Kohn-Sham gap (alpha / beta) (Eh) = 0.27603 / 0.27429
- HOMO energy (alpha / beta) (eV) = -15.45 / -15.48
- energy above the lowest of the compared OMol25 structures with the same formula, charge and spin (kJ/mol) = 26.7
- molar mass (g mol⁻¹) = 453.40
- ⟨S²⟩ = 0.794
- strongest force on any atom (Eh/bohr) = 0.011
- spin multiplicity = 2
- total charge = +2

> The highest total charge belongs to which entry?

C10H9IrN2O5